15
Properties=species:S:1:pos:R:3:forces:R:3:lowdin_charge:R:1 method="wB97M-V/def2-TZVPD" gap_ev=8.37
H 2.6704 1.8489 1.4722 -0.14 -0.15 0.09 0.073
C 1.2641 1.2075 0.1561 -0.06 -0.52 -0.43 -0.183
C 0.2955 -1.4804 -0.0944 -1.12 -0.16 -0.31 0.010
C 0.5916 0.3275 -0.5328 0.44 1.26 0.03 -0.233
H -1.7255 1.6258 -0.1585 0.12 -0.11 -0.09 0.082
C -0.6664 -0.0434 -0.9701 0.74 -0.94 0.44 -0.237
H -0.6159 -1.9491 0.2777 -0.03 -0.07 0.04 0.064
N 2.0839 1.0781 1.1994 0.04 0.00 0.32 0.012
H 0.9801 -1.4193 0.7538 -0.02 0.39 -0.15 0.061
H 0.7166 -2.0768 -0.8976 0.01 0.10 0.02 0.069
H -2.7441 0.5629 -1.1553 0.09 -0.12 -0.01 0.072
H -0.7563 -0.6139 -1.8918 0.02 0.09 0.01 0.113
C -1.9217 0.5854 -0.4381 -0.19 0.04 0.32 -0.068
H 2.0900 0.2590 1.8051 0.12 0.23 -0.22 0.083
H -2.2622 0.0878 0.4743 -0.01 -0.04 -0.05 0.081

=====

8
Properties=species:S:1:pos:R:3:forces:R:3:lowdin_charge:R:1 method="wB97M-V/def2-TZVPD" smiles="O=C=NS(=O)(F)(F)F" gap_ev="9.06 / 9.06"
N -0.1095 0.6805 -0.9880 -1.53 2.90 5.01 0.108
F 1.3310 0.3670 1.1391 -1.73 0.52 -0.85 -0.174
O -0.8941 1.6564 1.5267 0.72 -1.24 -1.07 -0.206
O 0.6536 -1.2137 -2.1152 0.41 -1.18 -0.59 0.216
S -0.3121 0.4409 1.0682 0.34 -1.75 -0.31 0.902
C 0.2766 -0.3245 -1.4944 0.87 -1.94 -1.17 -0.469
F -0.1966 -0.4661 2.4114 0.12 1.02 -0.34 -0.189
F -1.3709 -0.7795 0.6905 0.78 1.67 -0.68 -0.187

=====

47
Properties=species:S:1:pos:R:3:forces:R:3:lowdin_charge:R:1 method="wB97M-V/def2-TZVPD" total_charge=+1 gap_ev=1.61
H -5.4563 1.9098 3.9055 0.51 0.63 0.23 0.126
C 0.9035 3.9306 -4.0078 -0.46 -1.22 2.63 -0.792
O 3.2836 -0.3599 -3.2910 -1.24 0.78 1.63 0.139
H 2.6577 3.8833 -4.9976 -0.29 -0.09 0.21 0.151
H 1.8090 2.6518 4.8176 0.07 0.22 0.11 0.152
H 1.2267 4.3954 -5.8320 0.93 0.02 -0.16 0.134
O 0.0900 1.1962 3.8852 -0.20 0.65 1.10 0.103
N -5.8129 0.0238 2.8361 -1.90 -1.99 -0.71 0.227
F -3.1323 -2.5953 -1.2912 -1.06 -0.57 -0.29 -0.312
H 4.5029 -1.5300 -5.8210 -0.66 0.34 -0.78 0.137
H 3.0544 -0.4997 -5.7860 0.27 -0.25 0.01 0.145
As 4.4567 -2.8345 2.2225 0.45 0.36 0.16 0.882
Tl -0.0028 -0.0148 -0.4395 0.09 -0.33 0.10 0.953
C 0.0243 1.9123 4.9310 -2.72 -2.99 -2.78 -0.678
O -3.6958 0.2181 2.0884 0.56 -0.54 -0.78 0.143
H -1.8224 1.3577 5.6571 0.39 -0.07 -0.16 0.127
F 3.5014 -2.3724 3.6687 0.54 -0.27 -1.17 -0.260
F 3.3341 -1.8773 1.1856 0.54 -0.52 0.52 -0.326
H -1.0293 4.2650 -3.6582 0.06 0.17 -0.29 0.139
N 3.7663 -1.0484 -5.3254 -0.89 0.03 -5.21 0.209
F -3.0984 -4.9275 -2.1990 -1.12 1.17 0.36 -0.263
F 5.3866 -1.3075 2.4242 -0.60 -1.57 -0.56 -0.276
N -4.6577 1.7694 3.3032 -0.11 4.16 2.22 0.208
F -5.6970 -2.7857 -1.0230 1.08 -0.56 -0.20 -0.270
N -1.0350 1.9872 5.7180 -2.63 -0.56 1.26 0.188
H -0.9114 2.4520 6.6061 -0.29 -0.20 -0.11 0.123
F -5.6019 -5.1057 -2.0704 1.08 1.09 0.91 -0.245
N 4.9942 -1.7382 -3.6995 1.53 -0.78 2.66 0.242
F -4.1359 -4.4989 -0.0126 -0.42 0.42 -0.56 -0.246
N 1.6833 4.1475 -4.9659 5.08 0.90 -5.80 0.215
H -5.7908 -0.9135 2.4607 -1.11 -0.10 0.23 0.157
H -3.8153 2.2773 3.5322 -0.10 -0.22 -0.44 0.134
H -0.3716 4.8503 -5.1765 -0.65 0.11 0.56 0.130
H -6.5012 0.5112 3.3919 -0.49 -1.18 -0.35 0.139
N -0.2374 4.4683 -4.2512 -4.96 1.42 0.30 0.202
O 1.2245 3.2811 -3.0398 0.24 -1.41 2.61 0.119
As -4.4054 -3.8400 -1.6000 -0.06 -1.04 -1.82 0.872
F 5.2756 -3.4313 0.6995 -0.40 1.19 1.71 -0.286
F -4.6890 -3.2274 -3.2853 0.70 -0.18 1.73 -0.268
F 5.6142 -3.6572 3.2883 -1.12 0.61 -1.35 -0.256
N 0.9229 2.7161 5.2980 5.25 2.91 0.71 0.216
C 3.9481 -1.0175 -4.0745 0.73 0.13 1.72 -0.720
H 0.9286 3.1280 6.2201 0.12 -0.05 -0.24 0.143
H 5.0933 -1.7630 -2.6947 0.51 -0.30 0.07 0.142
F 3.4243 -4.2248 1.9998 0.34 0.47 0.44 -0.235
C -4.7070 0.6522 2.6560 2.77 -0.80 -0.50 -0.707
H 5.5005 -2.4140 -4.2536 -0.35 -0.01 0.09 0.141

=====

19
Properties=species:S:1:pos:R:3:forces:R:3:lowdin_charge:R:1 method="wB97M-V/def2-TZVPD" total_charge=+1 gap_ev=9.77
H 0.9835 2.2103 -0.9359 0.78 1.31 -0.10 0.085
H 0.8811 2.1307 1.2625 0.81 -1.16 0.35 0.132
C 1.1072 0.4413 0.0844 -4.15 0.31 -0.59 -0.515
H -2.3506 0.4675 -0.7038 2.95 -0.75 -1.41 0.214
N -1.4976 -0.4928 1.1336 -1.16 -2.44 -0.39 0.087
H -1.3419 0.2636 1.6908 0.50 2.37 2.08 0.037
N -1.4187 0.0532 -1.1659 -2.36 -1.94 2.12 0.196
H 1.8049 0.6759 1.9360 -0.93 1.33 -0.42 0.141
H 1.7737 0.7923 -1.6848 -1.42 2.04 0.32 0.159
H -1.9011 -1.2954 1.6580 0.88 0.76 -0.88 0.129
N 1.2115 1.1529 1.2263 0.75 -0.06 1.60 0.131
H -1.7135 -0.6919 -1.8073 0.23 0.50 -0.18 0.146
N 1.3506 -1.7829 -0.0406 0.27 -2.53 -0.37 0.044
N 1.9268 -0.7104 0.0073 0.65 0.80 0.09 0.066
H -0.6721 0.6429 -1.5047 0.30 1.39 -1.05 0.061
N 0.9892 1.2423 -1.1074 1.63 -4.10 -0.92 0.094
N 0.0012 -1.8040 -0.1064 -1.06 -0.82 -0.80 0.023
C -0.6038 -0.5959 0.0659 -0.18 2.12 0.60 -0.413
H -0.5304 -2.6997 -0.0080 1.51 0.88 -0.06 0.182

=====

24
Properties=species:S:1:pos:R:3:forces:R:3:lowdin_charge:R:1 method="wB97M-V/def2-TZVPD" smiles="CCC1=N[C@@](I)(CC)C=NC1" gap_ev=8.71
H 2.4109 -0.6245 0.9987 0.11 -0.03 -0.02 0.065
I -0.9210 3.1646 -0.2191 0.25 -0.28 -0.10 0.812
N -2.4387 -0.0364 0.3726 -1.01 -0.32 -0.14 0.030
H 1.3711 -0.7003 -1.9666 0.02 -0.08 0.00 0.066
C -0.1813 0.0012 1.2448 -0.12 0.09 0.02 -0.293
H 0.9369 -0.0450 3.0095 -0.08 -0.03 0.12 0.125
C -1.6326 0.2188 1.5491 0.25 0.01 0.02 -0.187
C -2.0168 0.3311 -0.7341 3.52 1.66 0.03 -0.120
H 2.5840 -1.7069 2.3919 0.07 -0.07 0.05 0.069
H 1.6462 -2.2133 0.9836 0.03 -0.03 -0.09 0.075
N 0.3436 0.3988 0.1530 0.77 -0.06 0.62 0.072
H -0.2596 -0.9938 -2.5722 -0.04 -0.10 -0.05 0.071
C 0.6533 -0.7575 2.2273 0.28 -0.12 -0.03 -0.190
C -0.4046 1.0792 -0.7921 -3.89 -1.05 -0.24 -0.760
H 1.0792 1.7319 -2.1821 -0.10 0.05 0.01 0.100
C 1.9075 -1.3653 1.6133 -0.09 0.09 0.10 -0.103
H -1.9984 -0.4250 2.3516 0.20 0.12 -0.01 0.116
H 0.9662 -0.2871 -3.6395 -0.01 -0.07 -0.06 0.073
C 0.1930 1.0909 -2.1774 0.11 0.01 -0.08 -0.316
C 0.5910 -0.3150 -2.6185 -0.01 0.14 0.09 -0.098
H 0.0453 -1.5317 2.7015 -0.03 0.10 0.05 0.113
H -1.7953 1.2655 1.8383 0.01 -0.06 0.04 0.085
H -0.5335 1.5151 -2.8750 0.05 0.08 0.07 0.097
H -2.5464 0.2049 -1.6587 -0.29 -0.05 -0.39 0.099

=====

16
Properties=species:S:1:pos:R:3:forces:R:3:lowdin_charge:R:1 method="wB97M-V/def2-TZVPD" gap_ev=9.69
H 1.5302 1.1785 0.7574 -0.12 -0.24 -0.19 0.080
C -1.1552 -1.1232 -0.2442 0.04 0.08 0.01 -0.087
H -1.9499 1.1828 -0.6759 0.25 0.15 0.25 0.117
H 0.3403 -1.8043 1.4067 0.01 0.20 -0.04 0.140
C -0.9603 0.9956 -0.2354 0.16 0.39 0.13 -0.119
N 0.9184 -0.5798 -0.3828 -0.01 -0.02 0.07 -0.119
H 2.7227 -0.1137 0.5581 -0.13 0.03 -0.08 0.081
H 2.3286 0.9230 -0.8131 -0.12 -0.12 0.07 0.085
C 1.9019 0.4099 0.0560 0.12 0.00 -0.02 -0.088
C 0.0328 -1.0962 0.6440 0.11 -0.23 0.30 -0.206
H -0.1743 0.0192 -2.1734 -0.26 -0.16 0.26 0.137
H -2.0939 -1.6395 -0.3128 0.30 -0.74 -0.58 0.128
H -1.7029 -0.0839 1.7183 0.02 0.12 -0.04 0.126
H -0.4394 1.9292 -0.0210 0.05 0.14 -0.16 0.090
C -1.0746 -0.0679 0.8381 -0.37 0.22 0.35 -0.176
C -0.2991 -0.1010 -1.0924 -0.06 0.19 -0.32 -0.189

=====

What electronic energy values result from the calculations? In sequence: -6816.1713 -25606.2788 -183488.7269 -12657.4563 -19586.6960 -7854.6416 eV.
What ΔE to the lowest compared entry with this formula, charge and spin values result from the calculations? In sequence: 111.2 39.0 202.3 49.6 0.0 81.1 kcal/mol.